# 1
{"formula": "C54H56N3O2P2RhSe", "method": "ωB97M-V with the def2-TZVPD basis set", "species": ["Rh", "C", "N", "C", "P", "C", "C", "C", "C", "C", "C", "C", "C", "C", "C", "C", "C", "C", "C", "C", "C", "C", "C", "P", "C", "C", "C", "C", "C", "C", "C", "C", "C", "C", "C", "C", "H", "H", "H", "H", "H", "H", "H", "H", "H", "H", "H", "H", "H", "H", "H", "H", "H", "H", "H", "H", "H", "H", "H", "H", "H", "H", "H", "H", "H", "C", "C", "C", "C", "N", "C", "Se", "N", "C", "C", "C", "C", "C", "C", "C", "C", "C", "C", "H", "H", "H", "H", "H", "H", "H", "H", "H", "H", "H", "H", "H", "H", "H", "H", "H", "H", "H", "H", "H", "H", "O", "C", "O", "C", "C", "C", "C", "C", "C", "H", "H", "H", "H", "H"], "xyz": [[-0.422, 0.452, -0.385], [-1.145, 3.163, 1.064], [-2.534, 3.026, 1.368], [-3.171, 1.734, 1.338], [-2.752, 0.695, -0.116], [-3.425, -0.931, 0.403], [-4.220, -1.093, 1.538], [-4.721, -2.343, 1.873], [-4.458, -3.442, 1.072], [-3.682, -3.291, -0.068], [-3.164, -2.048, -0.392], [-3.691, 1.239, -1.546], [-4.175, 0.375, -2.527], [-4.947, 0.882, -3.559], [-5.231, 2.239, -3.625], [-4.726, 3.106, -2.668], [-3.945, 2.611, -1.636], [-3.304, 4.202, 1.517], [-4.454, 4.196, 2.310], [-5.207, 5.350, 2.441], [-4.822, 6.524, 1.808], [-3.673, 6.534, 1.036], [-2.916, 5.380, 0.880], [-0.130, 1.680, 1.403], [-0.454, 1.120, 3.078], [-0.949, -0.159, 3.326], [-1.188, -0.567, 4.629], [-0.931, 0.300, 5.681], [-0.444, 1.577, 5.437], [-0.202, 1.992, 4.140], [1.551, 2.323, 1.348], [1.917, 3.267, 0.385], [3.229, 3.695, 0.296], [4.189, 3.175, 1.156], [3.834, 2.232, 2.107], [2.519, 1.801, 2.200], [-0.738, 3.987, 1.660], [-0.929, 3.398, 0.005], [-4.249, 1.866, 1.405], [-2.858, 1.102, 2.176], [-4.476, -0.258, 2.174], [-5.333, -2.452, 2.758], [-4.863, -4.411, 1.330], [-3.482, -4.141, -0.707], [-2.541, -1.957, -1.274], [-3.981, -0.686, -2.484], [-5.334, 0.210, -4.313], [-5.851, 2.620, -4.425], [-4.940, 4.164, -2.720], [-3.550, 3.300, -0.898], [-4.746, 3.307, 2.853], [-6.092, 5.335, 3.063], [-5.412, 7.422, 1.922], [-3.361, 7.440, 0.534], [-2.038, 5.406, 0.249], [-1.148, -0.831, 2.505], [-1.574, -1.560, 4.821], [-1.108, -0.021, 6.699], [-0.252, 2.249, 6.262], [0.187, 2.988, 3.960], [1.190, 3.675, -0.306], [3.504, 4.435, -0.443], [5.214, 3.516, 1.090], [4.578, 1.843, 2.790], [2.244, 1.083, 2.963], [0.825, -5.325, -0.790], [0.068, -5.097, -2.094], [0.745, -4.146, -3.080], [0.838, -2.691, -2.632], [1.885, -2.441, -1.639], [1.737, -2.021, -0.373], [0.054, -1.770, 0.477], [2.936, -1.898, 0.201], [3.239, -1.446, 1.556], [3.705, -2.590, 2.449], [2.616, -3.617, 2.756], [1.558, -3.086, 3.716], [3.910, -2.200, -0.740], [5.301, -2.192, -0.664], [5.980, -2.537, -1.812], [5.306, -2.869, -3.000], [3.929, -2.877, -3.076], [3.242, -2.547, -1.910], [0.435, -6.192, -0.260], [0.744, -4.479, -0.104], [1.887, -5.507, -0.975], [-0.944, -4.737, -1.883], [-0.053, -6.057, -2.599], [0.182, -4.137, -4.016], [1.738, -4.530, -3.324], [-0.102, -2.375, -2.178], [1.045, -2.024, -3.472], [2.342, -0.964, 1.940], [4.006, -0.678, 1.450], [4.061, -2.151, 3.384], [4.568, -3.072, 1.986], [3.088, -4.497, 3.195], [2.155, -3.963, 1.824], [2.017, -2.774, 4.656], [0.817, -3.851, 3.951], [1.021, -2.229, 3.303], [5.827, -1.923, 0.241], [7.061, -2.552, -1.804], [5.885, -3.123, -3.877], [3.418, -3.105, -4.000], [1.494, 0.590, -1.131], [1.048, 0.862, -2.308], [-0.213, 1.053, -2.421], [1.954, 0.902, -3.455], [1.428, 0.980, -4.745], [2.286, 0.952, -5.831], [3.658, 0.860, -5.627], [4.181, 0.802, -4.340], [3.330, 0.816, -3.250], [0.358, 1.063, -4.883], [1.890, 1.011, -6.835], [4.324, 0.837, -6.479], [5.251, 0.751, -4.193], [3.721, 0.768, -2.242]], "mulliken_charge": [-0.977, -1.834, 0.708, -2.171, 1.655, 1.221, -0.804, -0.807, -0.897, -1.097, -0.192, 0.959, -0.654, -0.798, -0.623, -0.832, -0.395, 0.606, -0.515, -0.846, -0.554, -0.944, -0.050, 2.370, 0.854, -0.223, -0.982, -0.740, -0.868, -1.100, 1.311, -0.871, -0.767, -0.769, -0.572, -0.777, 1.073, 0.558, 0.858, 0.294, 0.369, 0.494, 0.447, 0.479, 0.303, 0.395, 0.457, 0.412, 0.494, 0.269, 0.442, 0.418, 0.423, 0.405, 0.452, 0.325, 0.576, 0.464, 0.502, 0.471, 0.341, 0.519, 0.442, 0.526, 0.372, -0.565, -0.496, -0.815, -0.241, 1.214, 0.291, -0.323, 0.983, 0.185, -1.072, 0.205, -1.184, 0.273, -1.125, -0.926, -1.037, -0.646, 0.563, 0.575, -0.110, 0.249, 0.009, 0.427, 0.553, 0.320, -0.283, 0.326, -1.123, 0.506, 0.517, 0.441, 0.437, -0.140, 0.388, 0.436, -0.011, 0.536, 0.469, 0.496, 0.599, -0.118, 1.466, -0.955, 0.495, -0.350, -0.737, -0.506, -0.790, -0.246, 0.486, 0.450, 0.442, 0.484, 0.368], "total_charge": 2, "homo_ev": -12.34, "lumo_ha": -0.250, "spin_multiplicity": 1, "largest_force_ev_per_a": 1.818, "relative_energy_kcal_mol": 11.1, "molar_mass_g_mol": 1022.88}

---

# 2
{"formula": "C54H57BrFNO2", "method": "ωB97M-V with the def2-TZVPD basis set", "species": ["H", "N", "C", "C", "C", "C", "C", "C", "O", "O", "C", "C", "C", "F", "C", "Br", "C", "C", "H", "H", "H", "H", "H", "H", "H", "H", "H", "H", "H", "H", "H", "H", "C", "C", "C", "C", "C", "C", "H", "H", "H", "H", "H", "H", "C", "C", "C", "C", "C", "C", "H", "H", "H", "H", "H", "H", "C", "C", "C", "C", "C", "C", "H", "H", "H", "H", "H", "H", "C", "C", "C", "C", "C", "C", "H", "H", "H", "H", "H", "H", "C", "C", "C", "C", "C", "C", "H", "H", "H", "H", "H", "H", "C", "C", "C", "C", "C", "C", "H", "H", "H", "H", "H", "H", "C", "C", "C", "C", "C", "C", "H", "H", "H", "H", "H", "H"], "xyz": [[0.822, -0.070, 4.040], [0.194, -0.808, 3.726], [0.200, -0.870, 2.461], [-0.654, -1.835, 1.681], [-0.021, -3.179, 1.281], [-1.144, -4.141, 0.794], [-2.131, -3.592, -0.239], [0.481, -3.967, 2.512], [0.079, -3.947, 3.622], [1.473, -4.814, 2.062], [2.251, -3.970, 1.213], [3.409, -4.679, 0.537], [4.733, -4.300, 1.188], [4.705, -4.551, 2.555], [1.223, -3.165, 0.356], [0.985, -3.974, -1.426], [1.857, -1.885, 0.077], [2.389, -0.823, -0.039], [0.801, -0.178, 1.872], [-1.026, -1.311, 0.803], [-1.520, -2.076, 2.298], [-1.718, -4.445, 1.669], [-0.689, -5.050, 0.407], [-1.768, -3.669, -1.258], [-3.038, -4.195, -0.191], [-2.436, -2.568, -0.051], [2.684, -3.220, 1.884], [3.494, -4.413, -0.513], [3.264, -5.752, 0.662], [5.537, -4.870, 0.723], [4.905, -3.232, 1.032], [2.750, 0.170, -0.186], [2.151, 4.893, -2.595], [2.153, 3.537, -2.893], [1.713, 2.620, -1.948], [1.271, 3.058, -0.708], [1.276, 4.412, -0.409], [1.714, 5.332, -1.352], [2.490, 5.609, -3.332], [2.499, 3.194, -3.860], [1.710, 1.562, -2.182], [0.923, 2.343, 0.028], [0.938, 4.749, 0.562], [1.714, 6.388, -1.118], [-4.733, -4.800, -4.641], [-3.570, -4.857, -3.886], [-2.478, -4.074, -4.234], [-2.547, -3.237, -5.338], [-3.709, -3.185, -6.097], [-4.802, -3.965, -5.748], [-5.586, -5.407, -4.367], [-3.515, -5.511, -3.024], [-1.572, -4.117, -3.642], [-1.696, -2.624, -5.607], [-3.762, -2.535, -6.961], [-5.709, -3.922, -6.337], [7.611, -3.228, 4.618], [8.697, -2.556, 5.161], [8.655, -1.177, 5.316], [7.528, -0.470, 4.924], [6.444, -1.142, 4.376], [6.483, -2.522, 4.223], [7.641, -4.304, 4.502], [9.577, -3.108, 5.466], [9.502, -0.654, 5.742], [7.494, 0.605, 5.047], [5.565, -0.589, 4.068], [5.640, -3.046, 3.798], [2.755, 3.424, -7.030], [1.433, 3.049, -6.833], [0.897, 1.991, -7.554], [1.681, 1.310, -8.474], [3.002, 1.688, -8.675], [3.539, 2.744, -7.952], [3.175, 4.246, -6.465], [0.821, 3.582, -6.117], [-0.134, 1.698, -7.398], [1.264, 0.485, -9.035], [3.612, 1.159, -9.395], [4.569, 3.038, -8.108], [-7.886, -2.758, -4.217], [-8.504, -1.532, -4.425], [-9.826, -1.484, -4.846], [-10.529, -2.660, -5.062], [-9.910, -3.886, -4.860], [-8.589, -3.934, -4.437], [-6.856, -2.796, -3.886], [-7.955, -0.615, -4.259], [-10.308, -0.528, -5.006], [-11.561, -2.622, -5.389], [-10.458, -4.804, -5.032], [-8.107, -4.891, -4.278], [-2.094, 5.219, 2.298], [-1.460, 3.986, 2.226], [-1.443, 3.146, 3.332], [-2.058, 3.542, 4.512], [-2.685, 4.778, 4.586], [-2.705, 5.616, 3.479], [-2.111, 5.870, 1.433], [-0.982, 3.676, 1.306], [-0.953, 2.182, 3.275], [-2.047, 2.887, 5.374], [-3.158, 5.089, 5.509], [-3.195, 6.579, 3.538], [0.973, 7.280, 8.650], [0.202, 7.348, 7.498], [-0.026, 6.203, 6.747], [0.519, 4.992, 7.146], [1.295, 4.924, 8.295], [1.521, 6.068, 9.047], [1.147, 8.172, 9.238], [-0.222, 8.294, 7.185], [-0.628, 6.253, 5.848], [0.339, 4.100, 6.559], [1.724, 3.980, 8.604], [2.125, 6.016, 9.944]], "mulliken_charge": [0.290, -0.668, -0.239, -1.935, 2.199, -1.419, -0.977, -0.105, -0.518, -0.456, -0.039, -0.867, -0.615, -0.311, 1.350, -0.034, -1.624, -0.092, 0.413, 0.552, 0.484, 0.575, 0.552, 0.059, 0.449, 0.298, 0.654, 0.338, 0.373, 0.431, 0.320, 0.557, -0.425, -0.201, -0.639, -0.158, -0.612, -0.479, 0.363, 0.392, 0.434, 0.468, 0.501, 0.380, -0.325, -0.511, -0.186, -0.609, -0.318, -0.429, 0.328, 0.397, 0.414, 0.401, 0.382, 0.437, -0.525, -0.327, -0.431, -0.323, -0.539, -0.180, 0.377, 0.359, 0.353, 0.363, 0.385, 0.481, -0.330, -0.339, -0.422, -0.371, -0.352, -0.428, 0.372, 0.417, 0.377, 0.363, 0.358, 0.360, -0.195, -0.463, -0.374, -0.359, -0.487, -0.287, 0.458, 0.365, 0.359, 0.358, 0.364, 0.271, -0.511, -0.401, -0.282, -0.505, -0.628, -0.368, 0.397, 0.518, 0.487, 0.469, 0.414, 0.396, -0.320, -0.555, -0.095, -0.350, -0.428, -0.415, 0.357, 0.357, 0.366, 0.368, 0.364, 0.356], "homo_ev": -9.27, "smiles": "[H]/N=C/C[C@]1(CC)C(=O)O[C@@H](CCF)[C@]1(Br)C#C.c1ccccc1.c1ccccc1.c1ccccc1.c1ccccc1.c1ccccc1.c1ccccc1.c1ccccc1", "lumo_ha": 0.006, "spin_multiplicity": 1, "largest_force_ev_per_a": 0.876, "molar_mass_g_mol": 850.96}